[1]
Entry from the OMol25 dataset: a molecular structure, C29H22AlCl3N3O5 (wB97M-V/def2-TZVPD).

Computed properties:
lowest unoccupied orbital energy = 2.7 eV
energy above the lowest of the compared OMol25 structures with the same formula, charge and spin = 11.9 kJ/mol
F_max = 0.009 hartree/bohr
E_HOMO = -0.178 Eh
electronic energy = -3282.09258 Ha

ORCA input file:
```
! wB97M-V def2-TZVPD RIJCOSX def2/J DEFGRID3
* xyz -1 1
Al 0.09353 0.71732 0.18915
C -1.38274 1.03278 -3.71443
O -0.31410 0.35892 -4.37939
C 0.94294 0.36353 -3.84243
C 1.98258 0.29666 -4.74802
C 3.31708 0.29174 -4.33980
C 3.60200 0.38527 -2.99741
C 2.56980 0.45006 -2.05188
C 2.93878 0.57080 -0.65615
N 2.10391 0.73473 0.29841
N 2.62503 0.84922 1.58054
C 1.63194 0.97122 2.42060
O 0.38917 0.99282 2.08408
C 1.96397 1.09623 3.86659
C 0.96204 1.42483 4.77212
C 1.25206 1.54264 6.12387
C 2.54435 1.32617 6.57946
C 3.54753 0.99333 5.67702
C 3.26059 0.88026 4.32645
C 1.21033 0.39051 -2.44798
O 0.23406 0.33876 -1.59192
H -2.15196 1.15834 -4.47542
H -1.77214 0.45566 -2.88045
H -1.06698 2.01133 -3.34618
H 1.72281 0.25594 -5.79907
H 4.10947 0.23397 -5.07419
H 4.62874 0.40859 -2.64968
H 3.99797 0.54137 -0.40098
H -0.04037 1.58534 4.39986
H 0.46647 1.80171 6.82285
H 2.77045 1.41376 7.63516
H 4.55665 0.81895 6.02965
H 4.02772 0.62192 3.60962
N -2.00012 0.53396 0.85442
C -3.05678 1.17474 0.15626
C -4.20147 0.44104 -0.13778
C -5.23432 0.99792 -0.87217
C -5.11868 2.30627 -1.31756
C -3.97229 3.02921 -1.02843
C -2.91428 2.49496 -0.28816
C -1.67561 3.29973 -0.06339
C -1.81296 4.68815 0.05208
C -0.70689 5.51703 0.10867
C 0.55870 4.95233 0.02896
C 0.68567 3.57222 -0.04217
C -0.40711 2.68799 -0.05374
H -1.72936 1.01322 1.71097
H -2.21313 -0.44172 1.06186
H -4.26408 -0.58290 0.21324
H -6.11514 0.41071 -1.09891
H -5.90743 2.75956 -1.90482
H -3.87446 4.03165 -1.42452
H -2.80194 5.12849 0.11346
H -0.83333 6.58828 0.21213
H 1.44156 5.58180 0.04487
H 1.69269 3.16718 -0.07119
Cl -0.35686 -4.87646 1.50862
C 0.49365 -3.37468 1.13562
Cl 1.45474 -3.59856 -0.33789
Cl 1.57040 -2.95743 2.48898
C -0.49657 -2.16971 0.93931
O -1.68186 -2.33237 1.17957
O 0.11444 -1.13574 0.56827
*
```

natural (NBO) population analysis, charges in e, atoms 1 to 8: Al 1.8519; C -0.2393; O -0.5331; C 0.2958; C -0.2518; C -0.2709; C -0.1850; C -0.2062


[2]
Entry from the OMol25 dataset: a molecular structure, C29H22Br2N6OSc (wB97M-V/def2-TZVPD).

Computed properties:
lowest unoccupied orbital energy = -3.0 eV
energy above the lowest of the compared OMol25 structures with the same formula, charge and spin = 0.0 kJ/mol
F_max = 0.003 hartree/bohr
E_HOMO = -0.380 Eh
electronic energy = -7430.82163 Ha

ORCA input file:
```
! wB97M-V def2-TZVPD RIJCOSX def2/J DEFGRID3
* xyz 1 1
Sc -0.71595 0.57457 0.84832
C 6.25569 1.56662 1.03611
C 4.81249 1.49207 0.61985
C 4.42567 0.94708 -0.60051
C 3.09369 0.84383 -0.95815
C 2.06470 1.29215 -0.12254
N 0.71790 1.17753 -0.46201
C 0.36920 0.25834 -1.47929
C -0.33285 0.67635 -2.61299
C -0.74769 -0.22651 -3.57459
C -0.48678 -1.59153 -3.45076
C -0.94850 -2.56235 -4.50023
C 0.17564 -2.02756 -2.31074
C 0.58180 -1.12416 -1.34100
N 1.18594 -1.61606 -0.14497
C 2.23711 -2.44082 0.00672
C 2.45527 -2.59219 1.35745
C 1.47549 -1.80334 1.96684
N 0.70613 -1.21634 1.05567
C 2.46581 1.87421 1.09001
C 3.80346 1.95127 1.45261
N 1.51189 2.45850 1.98171
C 1.66174 3.59847 2.67496
C 0.53796 3.78210 3.45348
C -0.27369 2.69345 3.15857
N 0.32053 1.88526 2.27514
H 6.91519 1.39106 0.18778
H 6.48494 0.81747 1.79627
H 6.49811 2.54355 1.45456
H 5.18276 0.59652 -1.29176
H 2.83425 0.42838 -1.92403
H -0.52134 1.73617 -2.72630
H -1.27956 0.13426 -4.44645
H -0.64601 -2.23225 -5.49391
H -2.03713 -2.63933 -4.50005
H -0.53888 -3.55676 -4.33186
H 0.35519 -3.08561 -2.15603
H 2.75228 -2.84053 -0.85051
H 3.21769 -3.18176 1.83358
H 1.29395 -1.63539 3.01621
H 4.05659 2.37309 2.41856
H 2.54288 4.20382 2.55011
H 0.33005 4.60070 4.11817
H -1.26675 2.46488 3.51042
Br -4.86904 3.45766 1.18104
C -4.81018 1.62535 0.77133
C -6.01114 0.93420 0.50358
C -6.00207 -0.39620 0.20784
Br -7.63370 -1.27646 -0.14732
C -4.78054 -1.11844 0.16920
C -4.65268 -2.49496 -0.10450
C -3.41557 -3.08084 -0.08978
C -2.29051 -2.29645 0.19114
N -2.36218 -1.00317 0.43721
C -3.59520 -0.40683 0.43456
C -3.59554 0.98635 0.73466
O -2.42711 1.56024 0.97012
H -6.94447 1.47814 0.53760
H -5.53852 -3.07803 -0.31716
H -3.29401 -4.13650 -0.28495
H -1.30439 -2.74326 0.22101
*
```

natural (NBO) population analysis, charges in e, atoms 1 to 8: Sc 1.8942; C -0.6302; C -0.0249; C -0.1704; C -0.2560; C 0.1438; N -0.7794; C 0.0705


[3]
Entry from the OMol25 dataset: a molecular structure, C29H22Cl4N6O2SV in a non-equilibrium geometry (wB97M-V/def2-TZVPD).

Computed properties:
lowest unoccupied orbital energy (spin up / spin down) = 0.0 / -0.1 eV
energy above the lowest of the compared OMol25 structures with the same formula, charge and spin = 99.2 kJ/mol
F_max = 0.051 hartree/bohr
E_HOMO (spin up / spin down) = -0.225 / -0.269 Eh
electronic energy = -4780.24706 Ha

ORCA input file:
```
! wB97M-V def2-TZVPD RIJCOSX def2/J DEFGRID3
* xyz 0 4
V -1.09706 0.09364 -0.39058
Cl -2.17566 1.60593 2.16860
C -3.69021 1.55958 1.26266
Cl -3.82182 -0.02193 0.48732
H -3.62675 2.31374 0.48595
H -4.52263 1.70109 1.94020
Cl -2.26027 4.45401 -2.49961
C -1.09140 3.26718 -2.97345
C -0.39475 3.42664 -4.17037
C 0.54760 2.51071 -4.57564
Cl 1.40587 2.77096 -6.06705
C 0.82258 1.36638 -3.80216
C 1.76837 0.36299 -4.11296
C 1.90385 -0.71359 -3.27277
C 1.10744 -0.81000 -2.12603
N 0.23075 0.12580 -1.79215
C 0.08602 1.20860 -2.60459
C -0.87400 2.16851 -2.13465
O -1.43665 1.95613 -1.00064
H -0.59171 4.29356 -4.78634
H 2.37112 0.45555 -5.00553
H 2.61735 -1.49748 -3.48787
H 1.15861 -1.67012 -1.46902
O -2.32803 -0.37965 -2.07352
N -2.57992 -1.43931 -2.76566
C -2.76232 -1.31771 -4.10008
C -3.09505 -2.40472 -4.87308
C -3.23640 -3.65654 -4.28929
C -3.01037 -3.76721 -2.92565
C -2.67847 -2.65580 -2.18473
H -2.63414 -0.31707 -4.48458
H -3.23804 -2.26194 -5.93447
H -3.50681 -4.51893 -4.88127
H -3.08612 -4.72129 -2.42377
H -2.46861 -2.67840 -1.12633
N -1.09429 -1.67366 0.42557
C -1.57555 -2.18378 1.37692
N -2.04715 -2.80717 2.36209
C -2.79139 -2.42339 3.36635
N -3.44114 -2.14988 4.28651
N 0.42759 0.57015 0.91472
S 0.61058 -0.07574 2.34518
C 2.23433 -0.88614 2.38881
C 2.90408 -1.11110 1.20152
C 4.12837 -1.76616 1.22670
C 4.65814 -2.20075 2.43209
C 3.96858 -1.98144 3.61814
C 2.74963 -1.32414 3.60062
C 1.03210 1.25250 3.50178
C 0.20996 1.45568 4.59872
C 0.50004 2.48982 5.47883
C 1.59939 3.30398 5.25524
C 2.41313 3.09470 4.14799
C 2.13214 2.06439 3.26720
H 1.15357 1.23455 0.66444
H 2.47249 -0.76904 0.26953
H 4.66643 -1.94300 0.30451
H 5.61132 -2.71289 2.45381
H 4.37804 -2.32500 4.55898
H 2.20641 -1.14358 4.52083
H -0.64898 0.81510 4.76103
H -0.13568 2.65739 6.33813
H 1.82639 4.10700 5.94425
H 3.27135 3.72994 3.97252
H 2.76771 1.89235 2.40611
*
```

natural (NBO) population analysis, charges in e, atoms 1 to 8: V 1.0301; Cl 0.0223; C -0.3783; Cl 0.0592; H 0.2478; H 0.2340; Cl 0.0030; C -0.1356


[4]
Entry from the OMol25 dataset: a molecular structure, C29H22Cl5N5O5PPbTe in a non-equilibrium geometry (wB97M-V/def2-TZVPD).

Computed properties:
lowest unoccupied orbital energy = -5.2 eV
energy above the lowest of the compared OMol25 structures with the same formula, charge and spin = 268.7 kJ/mol
F_max = 0.029 hartree/bohr
E_HOMO = -0.379 Eh
electronic energy = -4871.31926 Ha

ORCA input file:
```
! wB97M-V def2-TZVPD RIJCOSX def2/J DEFGRID3
* xyz 1 1
Pb -0.29670 0.37404 -0.60472
C -0.03490 1.92984 3.74698
C -1.06070 1.31854 4.47038
C -2.01550 0.61354 3.78348
C -1.94580 0.50754 2.37638
N -0.93540 1.08604 1.69738
C -0.03070 1.79024 2.37698
N -2.95650 -0.18316 1.81068
C -3.20210 -0.40076 0.56528
N -2.49790 -0.05596 -0.55882
C -3.21630 -0.43206 -1.66642
N -2.99510 -0.21516 -2.91582
C -2.04510 0.56324 -3.48102
C -2.23670 0.82824 -4.85132
C -1.34710 1.63674 -5.51682
C -0.27230 2.17734 -4.81082
C -0.14350 1.87404 -3.47352
N -0.99010 1.07904 -2.82102
C -4.43010 -1.11936 -1.23752
C -5.46830 -1.67676 -1.95522
C -6.51260 -2.23356 -1.22862
C -6.52060 -2.20026 0.16068
C -5.48700 -1.61166 0.88188
C -4.43110 -1.08986 0.16128
H 0.73270 2.50564 4.23828
H -1.10070 1.40624 5.54578
H -2.85420 0.15444 4.28088
H 0.74100 2.25134 1.76978
H -3.09430 0.38924 -5.33712
H -1.46950 1.83894 -6.56982
H 0.46140 2.79924 -5.29532
H 0.67490 2.27444 -2.88712
H -5.46300 -1.66506 -3.03292
H -7.33630 -2.69686 -1.75142
H -7.35100 -2.64236 0.69048
H -5.50650 -1.56156 1.95918
Cl 1.66080 -3.33606 6.01418
C 1.01170 -2.79696 4.52488
C 1.74200 -1.97446 3.69298
Cl 3.33190 -1.47376 4.09868
C 1.21190 -1.57226 2.46808
Cl 2.03330 -0.40126 1.55308
C -0.03060 -2.02906 1.95018
O -0.46830 -1.72626 0.81228
C -0.77310 -2.83116 2.88028
Cl -2.33410 -3.32106 2.38388
C -0.28180 -3.18806 4.11988
Cl -1.23890 -4.11606 5.18508
C 3.98580 4.01204 -0.24442
C 3.75790 2.76784 0.59218
O 2.97540 1.80164 -0.11922
P 3.61390 0.48654 -0.73912
O 2.59810 -0.22466 -1.50982
Te 4.38270 -0.84336 1.26158
O 4.89690 1.03474 -1.50432
C 6.06490 0.24584 -1.69752
C 5.83990 -0.92056 -2.64072
H 4.53750 4.73654 0.34878
H 3.03130 4.44654 -0.52982
H 4.55420 3.77964 -1.14172
H 3.19320 3.02224 1.49498
H 4.71510 2.31354 0.87508
H 6.40960 -0.12336 -0.71332
H 6.80650 0.94654 -2.09282
H 5.23970 -1.69296 -2.15992
H 6.79930 -1.34676 -2.92372
H 5.32240 -0.58396 -3.53692
O -1.22460 -2.85386 -1.63162
C -0.72660 -1.85166 -1.59162
*
```

natural (NBO) population analysis, charges in e, atoms 1 to 8: Pb 1.2941; C -0.2819; C -0.1459; C -0.2227; C 0.3804; N -0.5727; C 0.0357; N -0.5339


[5]
Entry from the OMol25 dataset: a molecular structure, C29H22ClHfPSe (wB97M-V/def2-TZVPD).

Computed properties:
lowest unoccupied orbital energy = -0.5 eV
F_max = 0.012 hartree/bohr
E_HOMO = -0.268 Eh
electronic energy = -4369.29436 Ha

ORCA input file:
```
! wB97M-V def2-TZVPD RIJCOSX def2/J DEFGRID3
* xyz 0 1
Hf 0.14992 0.46436 -1.43802
C -5.38644 -1.12659 2.88495
C -4.15291 -1.72151 3.12014
C -3.02661 -1.26888 2.45134
C -3.13009 -0.21676 1.54291
C -4.37061 0.36822 1.30371
C -5.49694 -0.08295 1.97860
P -1.69429 0.46933 0.68388
C -0.61949 -1.02283 0.52215
C 0.53572 -1.25663 1.28912
C 1.22256 -2.44746 1.16262
C 0.78219 -3.41544 0.25949
C -0.32788 -3.18497 -0.52997
C -1.03786 -1.99075 -0.40529
C -0.83098 1.50551 1.89694
C -1.22895 1.65939 3.19664
C -0.55124 2.56017 4.05170
C 0.50399 3.28407 3.57977
C 0.93669 3.15082 2.23476
C 2.03076 3.90456 1.73212
C 2.43797 3.75937 0.44064
C 1.76743 2.84226 -0.41019
C 0.68956 2.10087 0.01323
C 0.26625 2.25961 1.37232
H -6.26588 -1.48259 3.40598
H -4.06955 -2.53891 3.82437
H -2.06647 -1.73529 2.63743
H -4.45974 1.17434 0.58534
H -6.45745 0.37610 1.78622
H 0.86967 -0.49618 1.98506
H 2.10742 -2.62851 1.75807
H 1.32783 -4.34530 0.16379
H -0.66129 -3.92642 -1.24390
H -1.92155 -1.81147 -1.00761
H -2.07272 1.09948 3.58154
H -0.87936 2.67125 5.07672
H 1.02555 3.97742 4.22949
H 2.53568 4.59666 2.39602
H 3.27263 4.33584 0.06255
H 2.14276 2.75419 -1.42982
Cl 4.18265 1.21310 -2.98216
C 3.35199 -0.04852 -3.88129
C 3.64811 -0.15150 -5.23345
C 3.01135 -1.11056 -5.99848
C 2.07858 -1.94969 -5.39604
C 1.79589 -1.81819 -4.05177
C 2.42625 -0.86841 -3.24128
C 2.06587 -0.70871 -1.80253
H 4.37105 0.52442 -5.66896
H 3.23229 -1.19506 -7.05394
H 1.56066 -2.69355 -5.98716
H 1.03639 -2.45005 -3.60367
H 2.86593 -0.22097 -1.24042
H 1.90928 -1.69576 -1.35914
Se -1.43257 0.55906 -3.24454
*
```

natural (NBO) population analysis, charges in e, atoms 1 to 8: Hf 1.6056; C -0.1911; C -0.1987; C -0.2025; C -0.3640; C -0.1158; C -0.2264; P 0.9266


[6]
Entry from the OMol25 dataset: a molecular structure, C29H22F3IN4O2RhS in a non-equilibrium geometry (wB97M-V/def2-TZVPD).

Computed properties:
lowest unoccupied orbital energy (spin up / spin down) = -5.2 / -5.2 eV
energy above the lowest of the compared OMol25 structures with the same formula, charge and spin = 138.3 kJ/mol
F_max = 0.043 hartree/bohr
E_HOMO (spin up / spin down) = -0.393 / -0.393 Eh
electronic energy = -2593.55332 Ha

ORCA input file:
```
! wB97M-V def2-TZVPD RIJCOSX def2/J DEFGRID3
* xyz 1 1
Rh 0.56522 0.28227 -1.09907
C -3.92242 -0.34742 -1.95827
C -3.55680 1.03467 -1.52466
N -4.48436 1.91258 -1.25732
C -4.16873 3.14423 -0.82593
C -2.87763 3.55920 -0.61001
C -2.60770 4.95002 -0.08355
O -1.79932 4.94942 1.08728
C -1.82523 2.65595 -0.90208
C -0.47370 3.09720 -0.74719
N 0.62449 2.41794 -0.89108
C 1.86785 3.06416 -0.66061
C 1.98944 4.38062 -0.18309
C 3.21341 4.96462 0.07133
C 4.39076 4.25575 -0.11621
C 4.31826 2.96460 -0.60382
C 3.08282 2.40368 -0.88061
I 3.12640 0.45152 -1.73261
C -2.16166 1.36742 -1.39470
O -1.29138 0.48012 -1.74918
H -4.99953 -0.41646 -2.07902
H -3.59201 -1.07454 -1.21321
H -3.41906 -0.60084 -2.89137
H -5.00399 3.81363 -0.65409
H -3.56019 5.45427 0.08665
H -2.06281 5.53554 -0.82780
H -2.34708 4.78080 1.86014
H -0.39485 4.13180 -0.44707
H 1.10922 4.97402 0.01278
H 3.24470 5.98770 0.42042
H 5.35004 4.70057 0.10805
H 5.21995 2.39209 -0.77418
N 1.68528 0.10519 6.00195
C 0.58606 0.42758 5.30772
S -0.77846 0.93246 6.12836
C 0.61908 0.35614 3.84257
C 1.78307 0.04920 3.12366
C 1.76142 0.02873 1.74787
N 0.65793 0.28627 1.04881
C -0.47131 0.56121 1.71076
C -0.52745 0.60831 3.08111
H 1.64378 0.14129 7.00628
H 2.49319 -0.31332 5.57398
H 2.71719 -0.16074 3.62332
H 2.65610 -0.19875 1.18506
H -1.35098 0.75351 1.10911
H -1.45657 0.83729 3.58131
F -0.03345 -9.16713 -1.32956
C 0.19446 -8.45345 -2.45104
F 1.37556 -8.87464 -2.94614
F -0.75467 -8.78570 -3.34018
C 0.21959 -6.97788 -2.16320
C 1.13694 -6.50075 -1.23511
C 1.19905 -5.14683 -0.96979
C 0.34275 -4.25964 -1.63086
C -0.59270 -4.75865 -2.54200
C -0.65172 -6.11444 -2.80979
C 0.42995 -2.85327 -1.40548
C 0.48875 -1.65291 -1.25186
H 1.79437 -7.19450 -0.72773
H 1.91260 -4.76282 -0.25354
H -1.26328 -4.07237 -3.04066
H -1.37065 -6.50651 -3.51485
*
```

natural (NBO) population analysis, charges in e, atoms 1 to 8: Rh 0.9541; C -0.6548; C 0.2154; N -0.3749; C 0.0131; C -0.0344; C -0.0999; O -0.7310